(1)
Entry from the Open Molecules 2025 dataset: 8 unconnected molecules or ions with the total composition C4H26N2O7 at a distorted geometry (ωB97M-V/def2-TZVPD).

Its energy above the lowest of the compared OMol25 structures with the same formula, charge and spin is 0.00 kJ/mol. Its charge is +1. The value obtained for the HOMO energy (alpha / beta) is -12.4 / -12.4 eV. As for the spin multiplicity: 2.

The geometry in XYZ format:
```
39
C4H26N2O7, DFT ωB97M-V/def2-TZVPD
H -1.14288 -1.51644 2.87843
H -0.34694 3.15049 -1.27526
H -1.65202 -4.39355 1.34328
H 3.13736 2.84754 -0.42519
H -1.09637 -0.28868 2.04094
H 1.50801 1.34097 -0.95728
O -2.48660 -4.04881 0.98990
H 1.50102 2.07254 1.80407
H 1.12862 3.66472 3.27639
H -3.14893 1.36859 -0.77642
H -2.48105 -0.16781 -0.15638
C -2.27292 0.88972 -0.31767
C -0.33722 2.40053 -0.48216
O -0.54011 -2.50184 -0.93311
H 2.05077 -2.61977 -1.23025
H 2.16601 -3.88797 -1.93430
C 2.10597 3.18171 -0.49943
O -0.07698 -1.48625 -3.39049
O 0.21601 -3.90250 1.16632
O 0.55249 3.78976 2.51448
H -0.22312 4.23594 2.86442
H -0.23853 -1.59392 -0.99741
O 2.27908 -3.53863 -1.04825
H -2.73343 -3.28297 1.50886
H 0.02736 -2.97240 -1.54325
H -2.34964 1.37573 0.66081
O -0.77392 -1.19927 2.04260
H 0.51604 -0.77395 -3.60834
N 1.40938 1.39431 1.05688
H 1.98937 4.04907 0.15212
H 1.08038 -3.54344 1.35519
H 1.91668 3.61735 -1.48018
H -0.83206 -1.75865 -3.90696
H 0.78418 0.64414 1.32244
H -0.90494 2.76884 0.36506
N -0.99251 1.18380 -0.86579
H -0.70033 0.87408 -1.78772
H -0.19569 -3.39893 0.44881
C 1.15747 2.02594 -0.17518
```

***

(2)
Entry from the Open Molecules 2025 dataset: a molecular structure, C13H12N4 at a distorted geometry (ωB97M-V/def2-TZVPD).

The value obtained for the HOMO energy is -8.0 eV. As for the spin multiplicity: 1.

The geometry in XYZ format:
```
29
C13H12N4, DFT ωB97M-V/def2-TZVPD
H -2.70254 0.01024 2.95013
H -0.10955 -1.91537 -0.89546
C -0.09951 -0.40265 -3.14745
C 1.18263 1.87369 2.34751
N -1.28543 0.01795 -3.04698
H 1.48055 2.46206 2.97748
H 0.25152 -0.97525 -3.72675
H 2.53427 1.69696 0.98577
N 1.75581 0.46179 -1.85247
H -3.43091 -1.84541 1.49900
N 0.43719 0.63376 -2.22824
H 1.89799 -1.49623 -0.96182
C -0.80182 0.09563 1.98392
C -2.49325 -1.46997 1.41588
H 3.23879 -0.36100 -0.59073
C -0.01660 -0.34008 0.73210
C -1.75072 -1.93021 0.35852
H 2.36985 0.08847 -2.79867
C 2.25131 -0.15347 -0.68729
C 1.52693 0.01455 0.39618
C -0.13469 1.20031 2.65460
C -0.58942 -1.42600 -0.02922
C -0.63283 1.32137 -1.61356
H -2.37906 -2.86106 -0.34190
N -1.56075 0.95222 -2.26045
C -1.99101 -0.38146 2.26409
H -0.56748 1.65247 3.43507
H -0.31014 1.95006 -1.01238
C 1.92888 1.12662 1.19312
```

***

(3)
Entry from the Open Molecules 2025 dataset: a molecular structure, C38H47BrGeN3O4SV at a distorted geometry (ωB97M-V/def2-TZVPD).

Its energy above the lowest of the compared OMol25 structures with the same formula, charge and spin is 5.97 kJ/mol. Its charge is -1. The value obtained for the HOMO energy (alpha / beta) is -4.8 / -4.7 eV. As for the spin multiplicity: 2.

The geometry in XYZ format:
```
96
C38H47BrGeN3O4SV, DFT ωB97M-V/def2-TZVPD
Br 4.75732 -6.35612 -2.55706
C 1.59438 0.91880 -2.76655
H 3.71368 0.60888 -2.79187
H -4.05883 -0.56943 2.79600
C 3.25269 -2.31090 -0.79847
H 0.77778 1.04996 -3.48804
H -2.33259 2.35429 -0.67028
C 0.12650 -2.61939 2.09940
C -3.17955 -0.40498 -0.41695
H -1.44033 -5.64791 0.30861
C -2.01899 -0.99136 -2.90985
C -1.75079 3.64969 -2.30562
O 1.47109 1.36472 2.05120
H 2.19332 -5.48019 -1.38361
C 0.66590 2.66112 3.86979
C 1.03140 3.50392 4.92683
H 0.24843 -6.01140 2.09943
C 1.66512 2.10746 -1.81540
C -0.99280 -4.80223 0.81971
H -3.89251 -0.35589 -3.74675
H 0.40079 4.87544 6.44870
H -0.87044 5.69670 -3.98658
N -3.73078 -0.02961 0.81666
C -1.58796 2.37743 -1.47047
O 1.49814 -0.96466 -0.01620
H -0.81388 4.75943 -5.48264
C 0.48842 -3.90378 2.45950
H -3.05780 -1.69844 1.89144
H -2.00791 4.64832 5.83049
C 2.09121 -1.56332 3.11043
H -2.66888 3.15846 4.00149
C -4.79032 0.94600 0.81148
H -4.81054 -1.67152 1.61437
V 0.38950 0.22727 1.08101
C 2.84259 -0.64340 -4.32100
H -1.34143 4.51567 -1.76923
C -0.05654 -5.01114 1.81784
Ge 0.15080 2.20544 -0.53400
C -1.24755 4.09409 5.29153
H 3.11618 1.49647 -4.18071
C 5.00653 -3.62255 -1.80464
C -1.29320 4.83061 -4.50345
C -3.92350 -1.05149 1.82524
H 2.02853 -0.61842 -5.05176
H -0.28746 -1.54522 -1.75658
H -1.16691 -1.02587 3.70749
H -4.90337 0.14532 -1.56918
H -2.08240 -3.38581 -0.35265
H -5.78021 0.52390 0.56668
C 1.79276 1.96729 3.17254
H -0.03312 3.35170 -3.57353
H 1.76084 3.05128 -2.36613
H 0.22970 -0.23133 4.42477
H -0.02123 -1.97945 4.69697
C -1.85789 -0.89639 -0.48710
C -3.31906 -0.51517 -2.84081
N -1.06555 -1.07770 0.68524
H 2.08720 3.57023 5.15655
N 0.66595 -1.44928 2.76454
C 0.09744 4.22309 5.63935
H 1.33384 0.01508 -2.20587
H 2.66466 -1.49909 -3.66228
C 2.84749 -4.61936 -1.35639
H 1.39186 -3.31834 -0.45700
C -0.80036 -2.38520 1.05808
O 2.91419 1.93123 3.63416
C -1.10020 3.56211 -3.68144
C -0.12344 -1.15983 3.97491
C 2.89483 0.65130 -3.51836
C -3.88917 -0.23199 -1.60937
H -1.52215 2.70383 -4.21655
H 2.25043 -2.22909 3.96586
C -1.30823 -1.18269 -1.73531
H -4.85025 1.39138 1.80705
H -4.56696 1.74046 0.09887
H 2.64270 -1.95329 2.25741
C 2.40281 -3.41159 -0.83944
H 0.32637 3.53065 0.25311
C -1.36246 -3.51853 0.44337
C 2.78630 -0.98400 -0.25000
H 2.48412 -0.57917 3.35855
C 4.14300 -4.70529 -1.83691
H -1.55428 -1.19808 -3.86652
S -1.39532 1.44943 2.31675
O 3.55991 -0.06655 -0.07610
H 3.77215 -0.83020 -4.86354
H -2.35522 5.03440 -4.66631
H 5.19760 -1.55538 -1.22676
C -0.68452 2.51163 3.51860
H 1.21769 -4.04800 3.24719
H 2.56080 2.02127 -1.19331
H -1.76610 1.49557 -2.09088
C 4.55298 -2.42413 -1.27514
H 6.01371 -3.71925 -2.18708
H -2.81760 3.87176 -2.44918
C -1.62109 3.26032 4.26170
```

***

What total energy values result from the calculations? In sequence: -803.829218; -721.069362; -7934.758223 Eh.